A structure of composition C34H34BeIN3O2SSi at a distorted geometry. Source: OMol25; level of theory: ωB97M-V/def2-TZVPD.

Results
strongest force on any atom	5.29	eV Å⁻¹
E_LUMO (alpha / beta)	-0.35 / -0.35	eV

The geometry in XYZ format:
```
77
C34H34BeIN3O2SSi ωB97M-V/def2-TZVPD
Be 11.070 9.842 7.420
C 15.001 7.925 5.656
C 14.711 9.072 6.593
N 15.762 9.639 7.218
C 15.744 10.967 7.274
C 14.625 11.755 7.061
C 14.733 13.249 7.126
O 14.217 13.939 5.971
C 13.383 11.014 6.904
C 12.168 11.759 6.587
N 10.901 11.340 6.720
C 9.784 12.229 6.421
C 10.003 13.645 6.356
C 8.936 14.463 6.085
C 7.640 13.922 5.934
C 7.405 12.571 6.178
C 8.512 11.744 6.210
I 8.250 9.744 5.525
C 13.421 9.616 6.851
O 12.202 8.890 6.849
H 16.103 7.795 5.614
H 14.678 8.119 4.636
H 14.652 6.892 5.965
H 16.666 11.406 7.661
H 15.744 13.562 7.341
H 14.136 13.641 7.967
H 14.898 14.475 5.598
H 12.383 12.750 6.157
H 10.950 14.126 6.626
H 9.137 15.508 5.965
H 6.840 14.639 5.664
H 6.407 12.152 6.363
N 10.559 9.648 8.950
S 10.363 10.914 10.007
C 8.775 10.637 10.767
C 8.538 9.596 11.703
C 7.229 9.423 12.161
C 6.196 10.291 11.805
C 6.447 11.240 10.825
C 7.733 11.445 10.356
C 11.443 10.711 11.381
C 11.054 11.131 12.606
C 11.939 11.126 13.676
C 13.241 10.693 13.508
C 13.658 10.320 12.206
C 12.781 10.357 11.145
H 9.788 9.001 9.138
H 9.373 8.980 12.055
H 7.013 8.583 12.827
H 5.224 10.305 12.310
H 5.642 11.871 10.427
H 7.939 12.332 9.725
H 10.018 11.446 12.817
H 11.580 11.436 14.665
H 13.907 10.546 14.376
H 14.721 9.991 12.026
H 13.116 10.133 10.122
C 13.209 6.393 8.041
Si 12.060 7.111 6.731
C 12.362 6.755 4.912
C 10.346 6.678 7.192
C 10.071 6.464 8.558
C 8.764 6.266 8.974
C 7.762 6.053 8.041
C 8.008 6.124 6.656
C 9.295 6.458 6.264
H 14.262 6.516 7.798
H 13.011 5.294 8.099
H 13.051 6.790 9.049
H 11.553 6.212 4.467
H 13.306 6.124 4.685
H 12.409 7.687 4.367
H 10.897 6.534 9.295
H 8.566 6.325 10.038
H 6.754 5.821 8.387
H 7.206 5.969 5.917
H 9.448 6.718 5.223
```

These are the Mulliken partial charges, in e, on atoms 1 to 4: -1.32, -1.25, 0.27, -0.69

A cluster of 2 separate species, C4H9N2O in total at a distorted geometry. Source: OMol25; level of theory: ωB97M-V/def2-TZVPD.

Results
net charge	+1
strongest force on any atom	6.15	eV Å⁻¹
E_LUMO	-3.82	eV

The geometry in XYZ format:
```
16
C4H9N2O ωB97M-V/def2-TZVPD
C 2.124 -0.052 0.026
C 2.383 1.145 0.249
C -0.982 -0.131 -0.515
C -1.449 0.389 0.860
N -0.822 0.507 -1.537
N -0.714 -1.543 -0.507
O 1.783 -1.189 -0.244
H 2.583 1.412 1.248
H 2.114 1.884 -0.524
H -1.047 1.450 1.105
H -0.983 -0.057 1.753
H -2.519 0.340 0.975
H -1.003 1.530 -1.234
H -1.178 -2.105 0.248
H 0.489 -1.587 -0.401
H -0.779 -1.993 -1.502
```

These are the natural (NBO) partial charges, in e, on atoms 1 to 4: 0.75, -0.66, 0.42, -0.74

An isolated molecule of C2H2O2. Source: OMol25; level of theory: ωB97M-V/def2-TZVPD.

Results
strongest force on any atom	0.77	eV Å⁻¹
E_LUMO	0.01	eV

The geometry in XYZ format:
```
6
C2H2O2 ωB97M-V/def2-TZVPD
O -0.480 0.775 -1.529
C -0.252 0.855 -0.369
C -0.002 -1.361 0.270
O 0.454 -0.120 0.353
H -0.492 1.691 0.299
H 0.762 -1.905 0.875
```

These are the natural (NBO) partial charges, in e, on atoms 1 to 4: -0.47, 0.66, 0.13, -0.53

A cluster of 2 separate species, C7H8N2 in total at a distorted geometry. Source: OMol25; level of theory: ωB97M-V/def2-TZVPD.

Results
<S²>	2.029
2S+1	3
strongest force on any atom	5.65	eV Å⁻¹
E_LUMO (alpha / beta)	0.78 / -2.41	eV

The geometry in XYZ format:
```
17
C7H8N2 ωB97M-V/def2-TZVPD
C 0.763 -2.254 0.780
C -0.102 -1.458 0.365
C -1.202 -1.162 -2.609
C 1.305 1.122 1.016
C 0.007 1.513 1.773
C -0.650 -0.002 -1.986
C -0.695 -0.184 0.110
N -1.687 -2.079 -3.130
N -0.033 0.923 0.465
H 1.436 -3.000 1.093
H 1.922 1.893 0.599
H 1.927 0.294 1.354
H -0.213 0.935 2.618
H -0.250 2.575 1.839
H -1.150 0.878 -2.341
H 0.417 0.134 -2.042
H -1.795 -0.127 0.096
```

These are the natural (NBO) partial charges, in e, on atoms 1 to 4: -0.23, -0.08, 0.20, -0.24